# 1
Density functional theory data (wB97M-V/def2-TZVPD) for C31H45CrN5O3P3S5 as an isolated structure.

Last column: Mulliken charge in e.
Geometry (Å):
Cr (0.946, -0.266, -0.340)  0.067
N (-0.862, 0.473, 0.909)  0.213
C (-0.936, 0.415, 2.322)  0.253
C (-0.806, 1.581, 3.070)  -0.492
C (-0.899, 1.541, 4.450)  -0.695
C (-1.116, 0.334, 5.102)  -0.958
C (-1.212, -0.833, 4.360)  -0.381
C (-1.113, -0.816, 2.970)  -0.259
P (-1.239, -2.301, 1.915)  0.512
C (0.511, -2.677, 1.570)  0.400
C (1.565, -2.189, 2.339)  0.489
C (2.864, -2.597, 2.085)  -0.588
C (3.122, -3.468, 1.037)  -0.479
C (2.075, -3.961, 0.270)  -0.441
C (0.774, -3.584, 0.545)  -0.418
C (-1.667, -3.596, 3.141)  -0.139
C (-0.727, -4.412, 3.768)  0.050
C (-1.131, -5.375, 4.683)  -0.822
C (-2.475, -5.531, 4.989)  -0.456
C (-3.421, -4.726, 4.367)  -0.667
C (-3.018, -3.775, 3.443)  -0.146
H (-0.946, 1.426, 0.562)  0.284
H (-1.614, -0.056, 0.473)  -0.108
H (-0.620, 2.516, 2.558)  0.348
H (-0.793, 2.457, 5.018)  0.392
H (-1.191, 0.298, 6.181)  0.374
H (-1.361, -1.778, 4.869)  0.321
H (1.367, -1.481, 3.133)  -0.101
H (3.679, -2.204, 2.681)  0.616
H (4.143, -3.738, 0.803)  0.340
H (2.284, -4.616, -0.565)  0.323
H (-0.042, -3.954, -0.068)  0.193
H (0.323, -4.294, 3.535)  0.414
H (-0.389, -6.003, 5.160)  0.414
H (-2.787, -6.281, 5.704)  0.371
H (-4.473, -4.845, 4.596)  0.392
H (-3.758, -3.155, 2.949)  0.323
C (0.774, 1.271, -4.126)  -0.662
N (0.169, 1.961, -2.994)  0.721
C (1.128, 2.774, -2.249)  -1.025
P (-1.412, 1.939, -2.623)  0.658
O (-1.722, 2.270, -1.220)  -1.179
O (-1.892, 0.475, -3.120)  0.310
P (-1.801, -0.945, -2.366)  -2.578
O (-0.616, -1.086, -1.512)  2.257
N (-1.762, -2.094, -3.529)  0.620
C (-2.855, -2.230, -4.468)  -1.090
C (-0.485, -2.653, -3.965)  -0.709
N (-3.259, -1.014, -1.609)  0.935
C (-3.634, -2.307, -1.052)  -1.248
C (-4.366, -0.091, -1.775)  -0.746
N (-2.383, 2.844, -3.640)  0.219
C (-2.294, 2.620, -5.074)  -0.932
C (-2.566, 4.242, -3.289)  -1.053
H (1.592, 0.655, -3.729)  0.015
H (1.151, 1.998, -4.857)  0.379
H (0.051, 0.623, -4.620)  0.038
H (1.939, 2.121, -1.916)  0.054
H (0.650, 3.229, -1.384)  0.330
H (1.532, 3.562, -2.896)  0.286
H (-3.763, -1.782, -4.064)  0.256
H (-3.050, -3.288, -4.660)  0.341
H (-2.628, -1.741, -5.422)  0.303
H (0.266, -2.517, -3.187)  -0.076
H (-0.135, -2.167, -4.881)  0.249
H (-0.615, -3.719, -4.164)  0.321
H (-2.748, -2.911, -0.871)  0.314
H (-4.311, -2.847, -1.726)  0.313
H (-4.131, -2.161, -0.092)  0.370
H (-4.026, 0.862, -2.166)  0.068
H (-4.830, 0.085, -0.803)  0.289
H (-5.128, -0.503, -2.450)  0.323
H (-2.234, 1.555, -5.288)  0.099
H (-1.423, 3.116, -5.519)  0.283
H (-3.194, 3.013, -5.552)  0.435
H (-2.625, 4.337, -2.208)  0.262
H (-3.499, 4.601, -3.728)  0.348
H (-1.748, 4.873, -3.660)  0.323
C (2.252, -0.828, -1.721)  -0.785
H (1.869, -1.291, -2.648)  0.315
H (3.339, -0.793, -1.774)  0.155
C (2.683, 0.689, 5.118)  -0.260
S (3.464, 1.962, 4.097)  -0.142
C (4.158, 0.980, 2.829)  0.134
C (3.634, 0.778, 1.588)  -0.220
S (2.154, 1.422, 0.979)  -0.474
S (4.631, -0.191, 0.527)  0.032
C (5.887, -0.570, 1.642)  0.016
S (7.162, -1.576, 1.278)  -0.307
S (5.703, 0.229, 3.153)  -0.202
H (2.322, 1.186, 6.019)  0.354
H (3.403, -0.080, 5.395)  0.348
H (1.836, 0.250, 4.596)  -0.325

The HOMO-LUMO gap (alpha / beta) is 2.75 / 3.79 eV. The charge is -1. The spin multiplicity is 5.

***

# 2
Density functional theory data (wB97M-V/def2-TZVPD) for C22H25B3BiF8N12S as an isolated structure.

Last column: Mulliken charge in e.
Geometry (Å):
Bi (0.109, -0.321, -0.210)  2.965
C (4.596, 0.236, -0.146)  -1.549
C (3.422, -0.508, -0.110)  -0.342
N (2.367, 0.310, -0.084)  0.006
N (2.846, 1.590, -0.103)  0.043
C (4.188, 1.553, -0.138)  0.191
B (1.841, 2.762, -0.145)  0.022
N (1.036, 2.669, -1.464)  0.422
C (1.183, 3.304, -2.639)  -0.159
C (0.178, 2.890, -3.488)  -1.693
C (-0.548, 1.958, -2.746)  -0.273
N (-0.032, 1.830, -1.524)  0.207
N (0.832, 2.592, 1.054)  0.374
C (0.589, 3.475, 2.034)  0.030
C (-0.354, 2.939, 2.892)  -1.434
C (-0.639, 1.684, 2.363)  -0.586
N (0.079, 1.485, 1.259)  0.338
N (2.480, 4.128, -0.007)  0.565
C (1.940, 5.321, -0.379)  -0.315
C (2.723, 6.315, 0.142)  -0.922
C (3.736, 5.626, 0.843)  -0.327
N (3.582, 4.316, 0.764)  -1.061
H (5.605, -0.140, -0.169)  0.458
H (3.296, -1.578, -0.094)  0.456
H (4.753, 2.469, -0.134)  0.545
H (1.993, 3.999, -2.796)  0.619
H (0.011, 3.192, -4.508)  0.443
H (-1.393, 1.360, -3.057)  0.519
H (1.106, 4.423, 2.066)  0.350
H (-0.761, 3.389, 3.782)  0.446
H (-1.305, 0.912, 2.718)  0.454
H (1.039, 5.372, -0.969)  0.516
H (2.591, 7.380, 0.034)  0.429
H (4.567, 6.033, 1.401)  0.471
C (-1.221, -5.789, 3.086)  -1.197
C (-0.030, -5.438, 2.208)  -0.359
N (0.470, -4.064, 2.394)  -0.065
C (-0.134, -2.960, 2.041)  0.446
S (0.652, -1.435, 2.246)  -0.451
N (-1.439, -3.077, 1.629)  -1.004
N (-1.908, -2.104, 0.946)  0.327
C (-2.897, -2.100, 0.130)  0.809
C (-3.509, -3.343, -0.420)  -1.743
C (-3.368, -0.745, -0.267)  0.676
C (-4.591, -0.565, -0.887)  -0.811
C (-5.012, 0.725, -1.169)  -0.568
C (-4.201, 1.790, -0.819)  -0.995
C (-2.973, 1.519, -0.237)  0.014
N (-2.552, 0.282, 0.018)  0.219
H (-1.468, -6.840, 2.929)  0.389
H (-0.990, -5.643, 4.143)  0.310
H (-2.100, -5.194, 2.842)  0.298
H (0.810, -6.078, 2.464)  0.479
H (-0.237, -5.590, 1.151)  0.285
H (1.478, -3.952, 2.449)  0.284
H (-2.978, -4.215, -0.049)  0.331
H (-4.558, -3.403, -0.120)  0.441
H (-3.449, -3.327, -1.509)  0.357
H (-5.203, -1.419, -1.147)  0.388
H (-5.965, 0.892, -1.653)  0.437
H (-4.494, 2.812, -1.015)  0.461
H (-2.284, 2.318, 0.013)  0.174
F (0.285, -0.766, -2.970)  -0.443
B (-0.902, -1.463, -3.353)  0.139
F (-1.552, -1.762, -2.089)  -0.074
F (-0.621, -2.627, -4.022)  -0.333
F (-1.744, -0.607, -4.078)  -0.394
F (1.677, -5.067, -0.354)  -0.336
B (2.227, -3.790, -0.285)  0.039
F (1.143, -2.825, -0.406)  0.081
F (2.824, -3.582, 0.997)  -0.468
F (3.158, -3.533, -1.279)  -0.351

The HOMO-LUMO gap (alpha / beta) is 8.37 / 6.58 eV. The spin multiplicity is 2.

***

# 3
Density functional theory data (wB97M-V/def2-TZVPD) for one molecule with the formula C6H10.

Last column: Mulliken charge in e.
Geometry (Å):
C (-1.673, 1.019, 1.740)  0.065
C (-0.898, 0.466, 1.002)  -1.151
C (0.043, -0.047, -0.013)  1.845
C (0.171, -1.577, 0.016)  -1.494
C (1.424, 0.569, 0.274)  -1.544
C (-0.543, 0.373, -1.374)  -1.558
H (-2.365, 1.522, 2.379)  0.460
H (0.545, -1.934, 0.980)  0.381
H (0.882, -1.885, -0.761)  0.343
H (-0.789, -2.063, -0.190)  0.381
H (1.392, 1.662, 0.251)  0.376
H (1.756, 0.265, 1.274)  0.390
H (2.169, 0.219, -0.451)  0.362
H (0.090, 0.041, -2.205)  0.371
H (-1.531, -0.087, -1.490)  0.392
H (-0.672, 1.458, -1.432)  0.380

The HOMO-LUMO gap is 10.88 eV.